Entry 1:
# C2H3IN2O

A 2-piece molecular cluster, C2H3IN2O overall in a non-equilibrium geometry (ωB97M-V with the def2-TZVPD basis set, the OMol25 dataset).

Positions of all 9 atoms, in Å:
C 0.594 -1.087 1.224
C -1.710 0.531 -0.601
N 1.364 -0.527 0.525
N 2.386 0.103 0.143
O -1.123 1.258 0.087
I 2.338 1.303 -1.492
H 0.248 -1.914 1.737
H -2.287 0.898 -1.410
H -1.810 -0.565 -0.213

* E_LUMO: -0.26 eV
* total energy: -15245.73339 eV
* HOMO-LUMO gap: 8.0 eV
* energy above the lowest of the compared OMol25 structures with the same formula, charge and spin: 473.00 kJ/mol



Entry 2:
# H2N2O3

One molecule with the formula H2N2O3 in a non-equilibrium geometry (ωB97M-V with the def2-TZVPD basis set, the OMol25 dataset).

Positions of all 7 atoms, in Å:
N 0.961 -0.290 0.698
O 0.259 0.673 -0.131
N -0.924 0.047 -0.793
O -1.303 -0.964 -0.298
O -1.260 0.710 -1.676
H 1.810 0.293 0.671
H 0.456 -0.468 1.529

* E_LUMO: 0.63 eV
* total energy: -9149.20411 eV
* HOMO-LUMO gap: 11.0 eV
* energy above the lowest of the compared OMol25 structures with the same formula, charge and spin: 99.81 kJ/mol



Entry 3:
# C17H25N4NaS3

C17H25N4NaS3 as an isolated structure (ωB97M-V with the def2-TZVPD basis set, the OMol25 dataset).

Positions of all 50 atoms, in Å:
Na -1.405 -0.383 0.711
S -4.012 3.817 -0.807
C -3.159 2.468 -0.225
S -2.314 2.500 1.281
S -3.042 1.013 -1.193
C 0.337 -1.253 -2.137
N -0.492 -1.926 -1.166
C -1.670 -2.486 -1.787
C 0.262 -2.921 -0.421
C -0.520 -3.564 0.708
C -0.564 -4.955 0.756
C -1.249 -5.605 1.775
C -1.894 -4.835 2.729
C -1.844 -3.442 2.649
C -1.158 -2.729 1.653
H 0.719 -1.953 -2.909
H 1.178 -0.779 -1.632
H -0.237 -0.469 -2.629
H -1.406 -3.232 -2.564
H -2.251 -1.685 -2.242
H -2.285 -2.976 -1.035
H 1.136 -2.403 -0.010
H 0.647 -3.705 -1.112
H -0.065 -5.539 -0.018
H -1.286 -6.690 1.813
H -2.447 -5.316 3.535
H -2.380 -2.894 3.424
C 0.854 4.332 -1.737
C -0.371 3.451 -1.651
N 0.054 2.110 -1.268
C 0.868 1.940 -0.176
N 0.772 0.853 0.508
C 1.680 0.608 1.602
C 2.972 1.405 1.511
C 2.604 2.852 1.247
N 1.828 2.935 0.028
C 1.562 4.298 -0.398
H 0.568 5.359 -1.975
H 1.528 3.972 -2.521
H -0.896 3.376 -2.603
H -1.086 3.849 -0.921
H -0.751 1.473 -1.234
H 1.883 -0.466 1.653
H 1.176 0.860 2.546
H 3.590 1.038 0.686
H 3.555 1.323 2.433
H 3.496 3.479 1.120
H 2.037 3.260 2.101
H 2.530 4.815 -0.450
H 0.950 4.820 0.356

* net charge: -2
* E_LUMO: 4.09 eV
* total energy: -60918.67048 eV
* HOMO-LUMO gap: 4.2 eV
* energy above the lowest of the compared OMol25 structures with the same formula, charge and spin: 0.00 kJ/mol